# 1
An isolated ion of composition C11H18P2 and charge +2, computed with ωB97M-V/def2-TZVPD.

Geometry (Å):
C -2.611 -1.794 1.976
C -1.474 -2.435 2.447
C -2.518 -0.778 1.037
C -0.209 -2.072 1.991
C -1.260 -0.404 0.567
C -0.151 -1.067 1.063
C 0.818 1.175 -0.609
C -1.903 2.389 -0.271
C -1.456 0.309 -2.323
C 2.858 0.298 1.405
C 2.406 -1.341 -1.027
P -1.006 0.880 -0.672
P 1.642 -0.262 0.200
H -3.581 -2.089 2.346
H -1.562 -3.221 3.180
H -3.405 -0.279 0.677
H 0.674 -2.567 2.362
H 1.207 1.337 -1.618
H 1.009 2.075 -0.017
H -2.972 2.211 -0.398
H -1.606 3.190 -0.951
H -1.713 2.693 0.759
H -0.946 -0.622 -2.569
H -1.197 1.074 -3.058
H -2.533 0.139 -2.362
H 3.666 0.824 0.888
H 3.277 -0.570 1.920
H 2.400 0.959 2.141
H 3.174 -0.783 -1.568
H 1.671 -1.732 -1.729
H 2.881 -2.179 -0.513

Values from the calculation:
**Lowest unoccupied orbital energy**: -0.240 hartree
**Total charge**: +2
**Molar mass**: 212.21 g/mol
**Highest occupied orbital energy**: -17.0 eV
**Energy above the lowest of the compared OMol25 structures with the same formula, charge and spin**: 0.0 kJ/mol

# 2
An isolated ion of composition C11H19BBrNO10PS and charge -1, computed with ωB97M-V/def2-TZVPD.

Geometry (Å):
C 2.666 -1.309 3.939
C 1.897 -1.033 3.051
B 0.869 -0.492 1.935
O -0.437 -0.495 2.589
O 1.146 0.907 1.479
C 1.321 0.967 0.094
C 2.790 1.416 -0.136
C 3.853 0.738 0.728
O 4.385 -0.473 0.207
C 0.396 2.134 -0.298
O 0.218 2.260 -1.721
N -0.989 2.880 -1.995
O -1.312 2.697 -3.106
C 0.895 -0.467 -0.455
C -0.520 -0.574 -1.127
C -1.306 -1.839 -0.739
C -2.457 -1.621 0.234
C -3.610 -0.828 -0.409
S -3.899 0.801 0.267
O -2.887 1.186 1.196
O -4.179 1.688 -0.824
O -5.229 0.629 1.140
P 2.145 -1.144 -1.708
O 1.242 -2.463 -2.125
Br 1.898 0.174 -3.573
O 1.005 -1.267 0.668
H 3.221 -1.523 4.819
H -0.977 0.210 2.217
H 3.099 1.353 -1.184
H 2.824 2.475 0.123
H 3.487 0.514 1.725
H 4.675 1.459 0.841
H 4.721 -0.308 -0.679
H -0.572 1.939 0.156
H 0.769 3.059 0.138
H -0.399 -0.599 -2.208
H -1.134 0.306 -0.938
H -0.659 -2.626 -0.368
H -1.763 -2.223 -1.659
H -2.847 -2.595 0.528
H -2.115 -1.138 1.143
H -4.536 -1.382 -0.256
H -3.508 -0.680 -1.481
H -5.909 0.204 0.600
H 1.725 -2.914 -2.828

Values from the calculation:
**Lowest unoccupied orbital energy**: 0.075 hartree
**Total charge**: -1
**Molar mass**: 479.03 g/mol
**Highest occupied orbital energy**: -5.5 eV

# 3
C11H19Br2CsN6S as an isolated structure, computed with ωB97M-V/def2-TZVPD.

Geometry (Å):
Cs 0.634 0.756 0.484
C -3.615 -2.290 1.802
C -2.462 -1.570 1.165
N -1.916 -0.506 1.642
N -2.433 -0.073 2.819
C -2.142 1.153 3.204
N -2.585 1.423 4.470
S -1.368 2.455 2.372
C -1.920 -2.128 -0.104
C -2.619 -3.134 -0.786
C -2.104 -3.660 -1.956
C -0.893 -3.185 -2.433
C -0.266 -2.190 -1.702
N -0.749 -1.670 -0.580
H -3.756 -1.915 2.810
H -3.431 -3.366 1.830
H -4.543 -2.130 1.246
H -3.218 0.757 4.879
H -2.651 2.387 4.738
H -3.563 -3.489 -0.402
H -2.643 -4.434 -2.488
H -0.445 -3.570 -3.339
H 0.688 -1.787 -2.036
N 3.808 0.708 -0.615
C 3.948 1.292 -1.950
C 3.006 0.639 -2.953
N 1.618 1.019 -2.694
H 4.263 1.295 0.075
H 4.270 -0.194 -0.583
H 4.972 1.228 -2.339
H 3.706 2.356 -1.877
H 3.087 -0.448 -2.863
H 3.341 0.899 -3.966
H 0.985 0.530 -3.317
H 1.491 2.009 -2.874
Br 1.642 4.354 -0.140
C 1.784 4.258 1.784
Br 3.239 3.132 2.346
H 0.866 3.829 2.177
H 1.974 5.257 2.153

Values from the calculation:
**Lowest unoccupied orbital energy**: -0.002 hartree
**Molar mass**: 560.10 g/mol
**Highest occupied orbital energy**: -6.8 eV
**Energy above the lowest of the compared OMol25 structures with the same formula, charge and spin**: 0.0 kJ/mol

# 4
A 2-piece molecular cluster, C11H19I overall, computed with ωB97M-V/def2-TZVPD.

Geometry (Å):
C -2.506 0.073 2.429
C -2.273 0.160 1.105
C 1.904 2.382 0.143
C 2.160 1.012 0.701
C 0.897 2.318 -1.049
C 0.822 0.258 1.072
C -0.465 1.677 -0.694
C -0.124 0.363 -0.080
C -0.306 -3.390 -1.297
C -0.397 -0.780 -0.944
C -0.114 -2.197 -0.247
I -3.796 -0.111 -0.350
H -3.618 -0.143 2.771
H -1.725 -0.140 3.197
H 1.530 2.941 0.970
H 2.893 2.740 -0.130
H 2.661 0.225 0.054
H 2.747 1.018 1.522
H 0.707 3.263 -1.605
H 1.428 1.674 -1.796
H 1.088 -0.751 1.277
H 0.304 0.769 1.904
H -1.020 2.361 -0.114
H -0.914 1.401 -1.677
H -1.330 -3.777 -1.507
H 0.121 -4.312 -0.863
H 0.294 -3.101 -2.213
H -1.289 -0.730 -1.463
H 0.347 -0.689 -1.677
H 0.865 -2.074 0.061
H -0.889 -2.439 0.501

Values from the calculation:
**Lowest unoccupied orbital energy (spin up / spin down)**: 0.007 / 0.007 hartree
**Molar mass**: 278.18 g/mol
**Highest occupied orbital energy (spin up / spin down)**: -7.7 / -7.7 eV
**Energy above the lowest of the compared OMol25 structures with the same formula, charge and spin**: 224.9 kJ/mol